{"formula": "C4H14N2O", "method": "ωB97M-V/def2-TZVPD", "relative_energy_ev": 1.719, "total_energy_ev": -9401.888, "homo_lumo_gap_ev": 9.32, "lumo_energy_ev": 0.902, "elements": ["C", "N", "C", "C", "N", "C", "H", "H", "H", "H", "H", "H", "H", "H", "H", "H", "H", "H", "O", "H", "H"], "xyz": [[1.35003, -1.44674, 2.61491], [-0.02577, -1.49519, 2.11553], [-0.63767, -0.23651, 1.69912], [-0.37798, 0.10307, 0.25497], [-1.30725, -0.63824, -0.58697], [-0.92714, -0.67326, -1.98685], [1.63727, -0.42897, 2.85796], [2.02774, -1.84597, 1.86276], [1.43318, -2.06209, 3.52001], [-0.62872, -2.01397, 2.72504], [-1.70872, -0.33985, 1.84354], [-0.35707, 0.58145, 2.36364], [-0.56605, 1.16823, 0.09261], [0.64612, -0.08356, -0.09112], [-1.40643, -1.53850, -0.13396], [-1.70394, -1.19624, -2.52487], [-0.86742, 0.36952, -2.29985], [0.03185, -1.14971, -2.22607], [0.81570, 4.05729, -4.09992], [0.90041, 5.00348, -4.30099], [1.67185, 3.86575, -3.69950]], "lowdin_charge": [-0.1247, -0.1323, -0.2483, -0.2600, -0.1436, -0.1429, 0.0683, 0.0653, 0.0772, 0.0877, 0.1145, 0.1041, 0.1123, 0.1116, 0.0927, 0.0688, 0.0773, 0.0726, -0.0685, 0.0376, 0.0304]}

=====

{"formula": "C4H14N2O", "method": "ωB97M-V/def2-TZVPD", "relative_energy_ev": 2.306, "total_energy_ev": -9401.301, "homo_lumo_gap_ev": 9.63, "lumo_energy_ev": 0.578, "elements": ["C", "N", "C", "C", "C", "N", "H", "H", "H", "H", "H", "H", "H", "H", "H", "H", "H", "H", "O", "H", "H"], "xyz": [[3.53371, 0.41734, -0.84610], [2.34415, 0.72094, 0.00312], [1.34106, -0.32372, -0.21566], [0.09955, -0.09065, 0.68956], [-1.02879, 0.69944, -0.01256], [-1.08677, 2.08465, 0.45537], [3.67989, -0.63747, -1.11693], [3.47307, 0.80139, -1.87840], [4.48342, 0.73550, -0.42857], [2.00846, 1.47581, -0.58836], [0.95187, -0.32718, -1.24437], [1.66836, -1.35428, -0.07195], [0.31007, 0.53681, 1.56062], [-0.15925, -1.04538, 1.14859], [-1.94508, 0.10608, 0.11568], [-0.95998, 0.77726, -1.10253], [-2.01130, 2.44291, 0.43318], [-0.55244, 2.27490, 1.29155], [-4.42650, -3.06823, 0.00419], [-4.65721, -2.28017, 0.49890], [-3.47769, -2.88547, -0.13078]], "lowdin_charge": [-0.1468, -0.0959, -0.2683, -0.1766, -0.2952, -0.0115, 0.0694, 0.0751, 0.0636, 0.0926, 0.1068, 0.1062, 0.0943, 0.0974, 0.0907, 0.0950, 0.0480, 0.0579, -0.0634, 0.0237, 0.0370]}

=====

{"formula": "C4H14N2O", "method": "ωB97M-V/def2-TZVPD", "relative_energy_ev": 3.114, "total_energy_ev": -9400.493, "homo_lumo_gap_ev": 9.78, "lumo_energy_ev": 0.926, "elements": ["C", "C", "C", "N", "C", "N", "H", "H", "H", "H", "H", "H", "H", "H", "H", "H", "H", "H", "O", "H", "H"], "xyz": [[1.19107, -0.81509, -1.79196], [0.28012, -0.96756, -0.44857], [-0.91106, -1.63183, -0.90535], [0.17278, 0.32725, 0.23563], [-0.00210, 0.11200, 1.64988], [-0.92430, 1.13630, 2.26432], [1.62065, -1.78882, -2.10487], [0.62453, -0.33323, -2.52170], [1.94873, -0.21169, -1.31855], [0.97928, -1.50206, 0.19892], [-0.71827, -2.75445, -1.10909], [-1.70141, -1.67487, -0.13649], [-1.48710, -1.13836, -1.75096], [-0.67707, 0.67097, -0.31985], [-0.54243, -0.74518, 2.01431], [0.98441, 0.05123, 2.00765], [-1.67853, 1.51974, 1.66093], [-0.64352, 1.76662, 3.07833], [0.39887, 2.78149, -0.56504], [0.60842, 3.42795, 0.18426], [0.47692, 1.76961, -0.32181]], "lowdin_charge": [-0.0297, -0.4770, -0.1151, -0.0948, -0.2715, -0.0216, 0.0846, 0.0457, 0.0647, 0.1348, 0.1215, 0.0737, 0.1077, 0.1476, 0.1007, 0.1069, 0.0743, 0.0905, -0.1854, 0.0520, -0.0096]}

=====

Question: What is the formula in the second record?
Answer: C4H14N2O